Density functional theory data (ωB97M-V/def2-TZVPD) for C25H35BDyN8O7S2 as an isolated structure.

Atoms and positions in Å:
H 2.9513 -1.0927 -0.6176
C 0.8212 -2.7588 -2.8128
H 1.4404 4.0784 3.5987
C -0.7798 3.1767 -2.1786
C -0.6936 0.8004 -2.8190
C 0.2517 -5.2405 -1.8932
C -3.2938 0.0014 2.6954
H -4.1127 -3.2550 -0.1854
C 3.0734 0.9641 -0.7586
H 2.3696 -6.1188 -4.2729
H 1.0024 -1.7537 -3.1724
H 2.1801 -3.6808 -4.1832
Dy -0.0085 -0.6958 -0.1825
N 1.9207 1.1635 -0.1026
H -0.9837 3.4766 -3.2066
O 3.5966 -3.1966 0.4576
H 4.2884 0.5547 1.7282
H -3.3689 2.7482 -1.7934
C -2.3434 0.3856 3.5602
C -1.4303 1.8215 -1.9236
N -0.0662 -2.8671 -1.8163
H -1.9748 -0.0978 4.4467
H 4.8156 1.8363 -1.6794
O -3.3918 -1.3025 -0.2103
H 4.1297 4.1616 -1.1494
H 0.6539 2.5603 0.7384
O -0.9480 0.7746 -4.0071
H 1.4657 -7.1356 -3.2404
C -4.2771 0.9678 0.6044
C 2.3220 3.5356 -0.1516
C 1.4666 -3.8368 -3.3829
C 1.5794 2.4294 0.1872
O -2.0507 -2.7967 0.7860
H -0.8885 3.5574 3.8651
H -3.0411 1.9043 -3.3283
H -1.0484 -4.1666 -0.5703
C -2.4327 1.9503 1.9824
N 1.8375 -6.2231 -3.4287
C 1.6721 3.0632 3.3321
C -0.3320 -4.1010 -1.3801
S -2.1045 3.2903 0.9699
S 0.3957 -0.5226 2.7015
O 0.2016 0.0875 -2.2077
C -2.9122 1.8652 -2.2487
H -5.1816 -1.9934 -0.8649
C 3.5323 0.1348 2.3904
N 2.5556 1.1577 2.7181
C 3.5104 3.3248 -0.8484
C 1.1902 -5.1224 -2.9187
H -0.0134 -6.2129 -1.4959
H -3.9021 -0.8846 2.6564
N 0.6900 2.0970 3.2981
C 2.8446 2.4855 2.9793
H 4.0089 -0.2409 3.2968
C 3.8958 2.0417 -1.1460
H -5.2956 0.8311 0.9678
H -4.1972 1.9233 0.0919
H -1.1885 3.9227 -1.4914
C 1.2284 0.9569 2.9102
C 2.3832 -3.1503 0.5875
H 1.9733 4.5243 0.1094
H -4.0241 0.1561 -0.0823
H 3.0325 -0.6924 1.8947
N 3.4403 -0.3090 -1.0440
H 1.8462 -4.0007 1.0397
N -1.8168 1.5931 3.1377
H -0.7412 1.9507 5.0737
H 4.3475 -0.4838 -1.4327
C -4.4657 -2.2301 -0.0794
H -3.4025 0.9677 -1.8634
B -0.7226 2.3654 3.9301
O 1.6305 -2.1707 0.2356
O -1.2422 1.4250 -0.5384
H -1.5492 2.1498 0.0215
H 0.2993 3.1221 -2.0411
H 3.8343 2.8911 2.8659
H -4.9430 -2.1327 0.8984
N -3.3591 0.9834 1.7215
C -2.1512 -1.6924 0.2721

multiplicity	6
total charge	-1
energy above the lowest of the compared OMol25 structures with the same formula, charge and spin	38.4	kcal/mol
⟨S²⟩	9.3322

Density functional theory data (ωB97M-V/def2-TZVPD) for C18H33N4PdSSi as an isolated structure.

Atoms and positions in Å:
H 4.4607 -2.0339 -0.0347
C 1.0289 0.8383 3.3157
C 0.3682 -1.4642 3.3653
H 3.2432 1.4056 -0.3515
H -3.2732 -1.3127 -0.6322
C -1.5196 -1.8422 -1.6007
H -2.5855 2.3940 -1.9782
H 3.1384 0.1564 -1.6026
Pd 0.7678 -0.4805 0.5038
H -1.9521 0.3283 1.7260
H -5.9148 0.8678 0.2182
C 0.1169 -2.0997 -3.4359
H 0.0947 -1.9628 -4.5133
H 0.4866 -2.4400 2.8973
C 3.3706 -1.9220 -0.0222
H 0.8809 -1.4558 -3.0001
H -4.3755 0.0147 1.9630
H 3.4158 0.8665 1.8221
H -5.0006 2.0757 -1.7383
C -2.0720 1.3937 -0.1403
H -2.2123 -1.1301 -4.6918
H 0.0496 3.1032 1.6238
H -4.2713 -0.7019 -2.9047
C 3.4787 -0.2172 1.7157
H 4.6325 0.3315 -0.6557
C 0.1772 1.7981 -2.1657
C 0.4006 3.0896 0.5915
N 1.2285 -0.4783 2.6913
C -2.6144 0.7263 0.9628
C -3.9818 0.5314 1.0967
N -2.7989 -1.4349 -1.5159
H -0.0114 1.1369 3.1979
C -4.3326 1.6872 -0.9796
C -3.2732 -1.0680 -2.7561
C -4.8466 1.0103 0.1173
H 1.4904 3.1618 0.5967
C 2.6433 -0.8911 2.7838
H 1.2540 1.8244 -2.3431
H 2.9420 -2.6500 0.6628
C -2.9607 1.8710 -1.1056
S -0.5322 -2.4407 -0.3423
H 4.5338 -0.4946 1.8258
H -0.2307 2.7440 -2.5352
H -0.2475 0.9941 -2.7717
H 0.6191 -1.5375 4.4293
N 2.9933 -0.5528 0.3644
H 0.3464 -3.1357 -3.1972
H -0.6727 -1.1601 3.2692
N -1.1855 -1.7443 -2.8999
H 0.0137 3.9910 0.1065
Si -0.2082 1.5730 -0.3388
H 2.9751 -2.1311 -1.0146
H 2.6829 -1.9744 2.6691
H 1.6534 1.5873 2.8355
H 3.0448 -0.6617 3.7778
C -2.2663 -1.2721 -3.6280
C 3.5390 0.3921 -0.6176
H 1.2689 0.7958 4.3843

multiplicity	3
total charge	+1
energy above the lowest of the compared OMol25 structures with the same formula, charge and spin	0.0	kcal/mol
⟨S²⟩	2.0043

Density functional theory data (ωB97M-V/def2-TZVPD) for a 21-piece molecular cluster, H42O21 overall.

Atoms and positions in Å:
H 1.4660 -0.1944 -2.5476
O 1.8887 3.8358 1.7572
H -2.1001 -2.7438 -3.0371
H -1.8308 -0.4376 -4.8994
O 0.5947 -1.6181 -1.9309
O -2.9083 3.0919 -0.9582
O 1.7118 0.7576 -2.4534
H 1.3251 4.4348 2.2569
H 1.6279 -1.0737 2.7041
H 3.9880 2.3358 0.2746
H 2.1541 -3.7703 -2.8470
H 0.1641 4.1835 -0.0334
O -3.8150 0.5552 2.0205
H -2.1169 3.1684 -0.4163
O 2.0986 -0.6936 0.5071
H 5.0497 1.4688 -0.6280
O -0.1793 -3.5222 2.5937
O -2.6651 -3.4838 -3.2755
O -2.9705 2.5438 -3.7443
H 2.7515 2.6056 3.0955
H -3.6797 -2.6330 -0.3483
O -0.5761 -0.6376 1.3124
H 2.2897 -3.2231 0.9519
H -1.5530 -0.0803 -2.4591
H 0.8163 1.0955 -2.6381
H -2.5637 -1.6418 -4.4722
O -2.7538 -2.6245 -0.5883
H 1.8673 -4.1259 -1.4051
H 1.3723 -4.4549 0.6844
H -3.2893 2.8043 -2.8748
H -2.4433 -1.7416 -0.8514
H 0.2841 -3.6396 1.7545
H 0.6490 1.5873 5.3986
O 4.1605 1.5969 -0.3093
H 0.5867 -3.1644 3.0762
O 0.3535 1.9372 0.3808
H -2.1907 3.0640 -3.9525
H 1.7208 -0.4550 -0.3514
H 0.4736 1.2960 -0.3214
H -2.7024 0.6286 -1.5046
O 2.2190 -4.1837 1.0511
H 1.2495 3.4054 1.1860
O 2.8950 1.9384 3.7909
H 3.8257 1.7615 3.6400
H 0.0744 -1.4766 -1.1193
H 0.2887 -0.8683 0.9590
H 2.2656 -0.6822 4.0765
H -2.2964 -4.1559 -2.7060
H 0.4379 1.5623 1.2607
H -4.3030 0.0405 2.6596
H -0.9925 -1.3388 1.8175
H -3.2933 -0.0312 1.4604
O -2.1026 -0.1029 -1.6718
H 3.0043 -0.3552 0.4312
O 1.4427 -4.0571 -2.2678
O -1.7912 -1.1164 -4.2096
H -3.5986 2.6800 -0.4228
H -0.4456 1.3009 4.3292
O 0.4647 1.1449 4.5815
O 0.0734 5.0265 0.4301
H -0.4490 5.6215 -0.1155
O 2.1389 -1.3924 3.4421
H -0.1637 -1.7531 -2.5234

multiplicity	2
total charge	-1
energy above the lowest of the compared OMol25 structures with the same formula, charge and spin	8.6	kcal/mol
⟨S²⟩	0.7509

Density functional theory data (ωB97M-V/def2-TZVPD) for a 5-piece molecular cluster, C12H24Br8O overall.

Atoms and positions in Å:
H -6.6950 -2.1474 -0.9756
Br 0.1074 -0.9501 -5.6689
Br -0.3372 -1.3700 -1.2229
H 1.7190 0.9606 -0.0846
O 3.6613 2.0657 1.6299
C 5.7326 -0.4782 1.8172
H 4.8704 -1.9699 0.4650
Br -3.2088 0.7929 -3.0330
H 4.0793 -0.3971 0.4370
H 5.3883 0.4332 2.2994
C -6.6364 -1.0689 -0.8920
H 0.5524 1.3147 2.0187
H -5.9643 -0.6695 -1.6452
C 4.5902 -1.1149 1.0716
H 0.5440 -2.5081 1.2897
Br -4.5329 -1.1169 1.0249
C 2.5600 1.8943 2.5335
H -1.9358 -2.4469 0.3499
H 2.6197 2.6139 3.3553
H -2.1372 -1.3539 -3.6233
H -0.9485 1.1679 -4.8637
H 6.1505 -1.1211 2.5857
H 2.6411 0.8981 2.9661
C -6.3049 -0.5552 0.4864
Br 7.1346 -0.0122 0.5775
H 3.8135 2.1913 -0.4188
C 1.2754 2.0808 1.7241
H 3.1579 3.6300 0.3777
Br 3.2793 -1.7949 2.3477
C -2.1800 -0.3988 -4.1386
H -0.1728 0.2848 -3.5451
C -1.2643 -1.6000 0.4639
Br -8.4177 -0.4169 -1.3615
H -2.6824 -0.5746 -5.0867
C -0.2665 -1.8456 1.5696
C 1.7492 1.9900 0.2777
H -6.3591 0.5279 0.5191
H 0.7686 3.0113 1.9816
H 0.1825 -0.9040 1.8761
H -1.8811 -0.7207 0.6129
H -6.9792 -0.9539 1.2378
Br -1.1361 -2.6628 3.0915
H 1.1269 2.5734 -0.4035
C 3.1580 2.5333 0.3826
C -0.8219 0.1887 -4.4072

E_tot	-21138.98265	Eh
total charge	0
structure (SMILES)	C1CCOC1.BrCCBr.BrCCBr.BrCCBr.BrCCBr

What is the total charge in the second record?
+1

The highest total charge belongs to which entry?
C18H33N4PdSSi

Please write out number 3 again, unchanged.
Density functional theory data (ωB97M-V/def2-TZVPD) for a 21-piece molecular cluster, H42O21 overall.

Atoms and positions in Å:
H 1.4660 -0.1944 -2.5476
O 1.8887 3.8358 1.7572
H -2.1001 -2.7438 -3.0371
H -1.8308 -0.4376 -4.8994
O 0.5947 -1.6181 -1.9309
O -2.9083 3.0919 -0.9582
O 1.7118 0.7576 -2.4534
H 1.3251 4.4348 2.2569
H 1.6279 -1.0737 2.7041
H 3.9880 2.3358 0.2746
H 2.1541 -3.7703 -2.8470
H 0.1641 4.1835 -0.0334
O -3.8150 0.5552 2.0205
H -2.1169 3.1684 -0.4163
O 2.0986 -0.6936 0.5071
H 5.0497 1.4688 -0.6280
O -0.1793 -3.5222 2.5937
O -2.6651 -3.4838 -3.2755
O -2.9705 2.5438 -3.7443
H 2.7515 2.6056 3.0955
H -3.6797 -2.6330 -0.3483
O -0.5761 -0.6376 1.3124
H 2.2897 -3.2231 0.9519
H -1.5530 -0.0803 -2.4591
H 0.8163 1.0955 -2.6381
H -2.5637 -1.6418 -4.4722
O -2.7538 -2.6245 -0.5883
H 1.8673 -4.1259 -1.4051
H 1.3723 -4.4549 0.6844
H -3.2893 2.8043 -2.8748
H -2.4433 -1.7416 -0.8514
H 0.2841 -3.6396 1.7545
H 0.6490 1.5873 5.3986
O 4.1605 1.5969 -0.3093
H 0.5867 -3.1644 3.0762
O 0.3535 1.9372 0.3808
H -2.1907 3.0640 -3.9525
H 1.7208 -0.4550 -0.3514
H 0.4736 1.2960 -0.3214
H -2.7024 0.6286 -1.5046
O 2.2190 -4.1837 1.0511
H 1.2495 3.4054 1.1860
O 2.8950 1.9384 3.7909
H 3.8257 1.7615 3.6400
H 0.0744 -1.4766 -1.1193
H 0.2887 -0.8683 0.9590
H 2.2656 -0.6822 4.0765
H -2.2964 -4.1559 -2.7060
H 0.4379 1.5623 1.2607
H -4.3030 0.0405 2.6596
H -0.9925 -1.3388 1.8175
H -3.2933 -0.0312 1.4604
O -2.1026 -0.1029 -1.6718
H 3.0043 -0.3552 0.4312
O 1.4427 -4.0571 -2.2678
O -1.7912 -1.1164 -4.2096
H -3.5986 2.6800 -0.4228
H -0.4456 1.3009 4.3292
O 0.4647 1.1449 4.5815
O 0.0734 5.0265 0.4301
H -0.4490 5.6215 -0.1155
O 2.1389 -1.3924 3.4421
H -0.1637 -1.7531 -2.5234

multiplicity	2
total charge	-1
energy above the lowest of the compared OMol25 structures with the same formula, charge and spin	8.6	kcal/mol
⟨S²⟩	0.7509